45
Properties=species:S:1:pos:R:3:forces:R:3 method="wB97M-V/def2-TZVPD" orbital_gap_ev=8.3267 e_tot_ev=-101222.653 relative_energy_kj_mol=312.9 smiles="O=C(N/N=C/c1ccc(OC[C@@H]2COCCO2)cc1)c1ccc(Br)cc1" spin_multiplicity=1 lumo_energy_ev=0.2
O -0.728 4.829 0.843 0.1485 -0.1334 0.0416
C -1.655 4.829 0.059 -0.0617 -0.0611 -0.0743
N -2.107 3.728 -0.612 -0.3350 0.2734 -0.1797
N -1.696 2.436 -0.580 0.1196 -0.5699 -0.0258
C -0.776 2.016 0.198 -0.0383 0.8538 0.1930
C -0.392 0.621 0.173 0.2190 -0.7216 0.0068
C 0.620 0.168 1.017 -0.3718 0.2851 -0.2776
C 1.019 -1.156 1.013 0.1533 -0.5055 -0.0005
C 0.405 -2.063 0.153 -0.0831 0.2529 0.0143
O 0.710 -3.383 0.062 -0.2031 0.1435 -0.2010
C 1.773 -3.894 0.832 0.2692 -0.4599 0.0996
C 1.999 -5.345 0.414 -0.0622 0.1328 0.4097
C 2.600 -6.189 1.547 -0.1668 0.3309 -0.1840
O 2.861 -7.502 1.109 -0.0596 -0.1028 0.0150
C 3.727 -7.499 -0.008 -0.0228 0.1836 -0.3395
C 3.134 -6.660 -1.141 0.1447 -0.3508 0.1612
O 2.880 -5.344 -0.695 -0.0238 0.1744 0.0285
C -0.616 -1.616 -0.693 0.1137 -0.1620 0.0586
C -1.007 -0.299 -0.684 0.1463 0.0305 0.1522
C -2.402 6.080 -0.281 -0.0922 0.2497 0.0346
C -3.764 6.101 -0.570 0.2228 -0.0074 0.0276
C -4.399 7.297 -0.850 -0.0655 0.1909 -0.0662
C -3.666 8.472 -0.843 -0.1377 0.1197 -0.0357
Br -4.541 10.115 -1.242 0.1073 -0.1965 0.0526
C -2.314 8.476 -0.542 -0.0964 0.0620 -0.0292
C -1.691 7.277 -0.254 -0.0318 -0.2083 0.0095
H -2.837 3.857 -1.302 0.2877 0.0533 0.2260
H -0.239 2.653 0.897 -0.1211 0.1238 -0.0799
H 1.104 0.863 1.687 0.0478 0.0818 0.0672
H 1.804 -1.470 1.683 0.0646 -0.0523 0.0408
H 1.528 -3.847 1.902 0.0182 0.0507 -0.0764
H 2.696 -3.333 0.642 -0.0718 -0.0242 0.0778
H 1.034 -5.785 0.113 0.0993 0.0536 0.0729
H 1.901 -6.279 2.380 0.0257 0.1038 -0.0087
H 3.532 -5.714 1.893 -0.0620 -0.0080 0.0304
H 3.844 -8.540 -0.309 0.0659 0.0561 -0.0440
H 4.705 -7.084 0.281 -0.0503 -0.0580 -0.0451
H 3.833 -6.572 -1.972 -0.0416 -0.0955 0.0056
H 2.199 -7.123 -1.489 0.0908 0.0198 -0.0105
H -1.080 -2.334 -1.350 -0.0641 -0.0799 -0.0889
H -1.791 0.049 -1.337 -0.0861 -0.0098 -0.0887
H -4.349 5.193 -0.549 -0.0455 -0.0857 0.0102
H -5.456 7.318 -1.068 -0.0612 0.0135 -0.0038
H -1.761 9.402 -0.528 0.0285 0.0596 -0.0086
H -0.642 7.251 -0.001 0.0825 -0.0066 0.0323